The following is a DFT calculation (ωB97M-V/def2-TZVPD) of a structure of composition C6H14BCdINO6PSi.

HOMO level	-14.74	eV
multiplicity	1
energy above the lowest of the compared OMol25 structures with the same formula, charge and spin	7.7277	eV
orbital gap	2.724	eV
net charge	+2
F_max	9.3	eV/Å

Atoms and positions in Å:
C -2.0303 2.6966 -0.7351
N -0.6057 2.8584 -0.2512
C -0.7384 3.7286 1.0130
C -0.0333 1.5191 0.2589
O 1.0474 1.6572 1.0770
C -0.7080 0.0712 -0.1125
Si 0.4614 -1.4475 0.0744
C 0.4516 -2.1296 1.9163
C 0.7210 -0.9649 3.0380
O -0.1404 0.0229 3.3483
I 2.6421 -1.0658 4.1635
B 2.2480 -1.1962 -0.6133
O 3.0555 -2.3823 -1.0688
O 2.9625 0.1153 -0.7102
P -0.4676 -3.0937 -1.1268
O 0.7257 -4.2655 -1.6110
O -1.3633 -2.4389 -2.4685
H -2.1759 1.9273 -1.6053
H -2.7239 2.4867 0.2083
H -2.3840 3.7604 -1.1402
H 0.2860 4.1411 1.3999
H -1.3265 3.0921 1.8239
H -1.4347 4.6337 0.6965
H -1.6026 -0.1010 0.6588
H -1.1996 0.0196 -1.1859
H -0.6646 -2.5140 2.0863
H 1.1579 -3.0555 2.0312
H 2.9674 -2.4206 -2.0758
H 3.2047 0.2470 -1.6735
H 1.0133 -3.9733 -2.5320
H -2.2677 -2.1782 -2.0713
Cd -1.0783 0.2496 -2.8128